{"formula": "C3H2INS2", "method": "wB97M-V/def2-TZVPD", "species": ["I", "S", "S", "N", "C", "C", "C", "H", "H"], "xyz": [[-2.69902, 1.18241, 0.19705], [2.70718, -0.57599, 1.19519], [1.13227, -0.16637, -1.13591], [-0.33127, 0.25658, -1.61329], [-1.07434, 0.57134, 1.24607], [0.01963, -0.09848, 1.41697], [1.25411, -0.25970, 0.51438], [-0.42841, 0.53643, -2.57464], [0.07275, -0.49599, 2.45384]], "forces_ev_per_a": [[0.5, 0.2, 0.5], [0.2, -0.1, -0.3], [0.3, 0.5, -3.0], [0.3, -0.4, 1.8], [-2.0, 0.2, -0.7], [1.5, -0.2, 0.0], [-2.1, -0.1, 2.9], [0.6, -0.2, -0.6], [0.7, 0.1, -0.7]], "e_above_lowest_ev": 4.896, "charge": 0, "molar_mass_g_mol": 243.09, "total_energy_ev": -34399.1609, "homo_lumo_gap_ev": [8.0, 6.2], "multiplicity": 1, "e_homo_ev": [-8.701, -8.063]}